The following is a quantum chemistry calculation of 2 unconnected molecules or ions with the total composition CF4O2P at a distorted geometry, from OMol25.

```
! wB97M-V def2-TZVPD RIJCOSX def2/J DEFGRID3
* xyz -1 1
C -0.36634 0.05262 0.78052
O -1.04332 0.45809 -1.82638
O 1.21814 1.32455 -0.86438
F 0.57606 -0.03358 1.81008
F -1.19868 -1.00618 0.85852
F -1.07887 1.15423 0.95088
F 1.75745 -2.30155 -0.79034
P 0.13555 0.35182 -0.91889
*
```

Computed properties:
* DFT total energy: -25292.0207 eV
* highest occupied orbital energy: -5.134 eV



The following is a quantum chemistry calculation of a molecular structure, C29H30N6O3PPbS5Sb, from OMol25.

```
! wB97M-V def2-TZVPD RIJCOSX def2/J DEFGRID3
* xyz -2 1
Pb 0.45979 -2.23350 -0.76411
N 5.14083 3.05708 -0.71134
C 4.74324 1.93327 0.04313
C 4.83375 1.94894 1.43271
C 4.42464 0.84946 2.17510
C 3.95188 -0.28261 1.53341
C 3.89564 -0.31674 0.14600
C 4.28046 0.78561 -0.59571
S 3.32456 -1.67305 2.44940
O 3.76728 -1.50180 3.81727
O 3.78557 -2.84390 1.73949
N 1.74837 -1.61807 2.25244
C 1.00344 -0.64852 2.81267
N 1.55298 0.42323 3.43217
C 0.72038 1.32735 3.91838
C -0.65561 1.23660 3.82217
C -1.12702 0.10481 3.16460
N -0.34052 -0.83035 2.67605
H 4.98388 3.92661 -0.22378
H 4.69678 3.08595 -1.61753
H 5.20153 2.83892 1.93404
H 4.44177 0.86190 3.25574
H 3.53646 -1.20137 -0.36416
H 4.19387 0.75298 -1.67618
H 1.18346 2.18671 4.40195
H -1.31658 1.99878 4.20963
H -2.19395 -0.04814 3.02168
S 1.19759 -4.45109 -2.23697
Sb 1.24314 -2.95008 -4.05827
S 1.77175 -1.00531 -2.73317
S -1.87040 -2.36333 -2.37356
S -1.15503 -2.57510 -4.31808
N -2.84705 0.66399 -0.85344
P -1.15357 0.56213 -1.19664
C -1.22414 1.22877 -2.90205
C -0.22266 2.07941 -3.36800
C -0.21967 2.51303 -4.68234
C -1.21331 2.09621 -5.56004
C -2.19583 1.22641 -5.11561
C -2.19629 0.78988 -3.79706
C -0.51157 2.05891 -0.32610
C -1.18938 3.27122 -0.20215
C -0.61388 4.33344 0.47300
C 0.65731 4.20014 1.02797
C 1.34057 3.00164 0.91247
C 0.74899 1.93385 0.24467
C -3.48913 -0.30446 -0.10560
C -4.88965 -0.32519 -0.00881
C -5.47307 -1.29229 0.77935
C -4.67375 -2.20141 1.46561
C -3.30214 -2.09207 1.31131
N -2.72417 -1.17345 0.54223
H -3.43200 1.16622 -1.50265
H 0.56832 2.39389 -2.69801
H 0.57114 3.16802 -5.02793
H -1.20262 2.42739 -6.59185
H -2.94793 0.85536 -5.80088
H -2.91464 0.04343 -3.47915
H -2.17570 3.38155 -0.64022
H -1.15107 5.27055 0.56662
H 1.10411 5.03059 1.56291
H 2.31857 2.86941 1.35714
H 1.28283 0.99147 0.17152
H -5.48570 0.40184 -0.54655
H -6.55293 -1.33511 0.86712
H -5.09656 -2.96866 2.09845
H -2.62374 -2.75971 1.83039
C -1.61914 -5.10985 0.32282
C -0.43396 -5.15545 1.26269
O -0.51768 -4.18563 2.30347
H -1.52655 -5.87817 -0.44721
H -1.68263 -4.15094 -0.19361
H -2.55131 -5.26402 0.87309
H 0.49673 -5.04368 0.69667
H -0.39268 -6.12732 1.76444
H -0.06641 -3.36660 2.04682
*
```

Computed properties:
* DFT total energy: -120900.0465 eV
* highest occupied orbital energy: -1.777 eV